(1)
12 unconnected molecules or ions with the total composition C12H48N24O12 at a distorted geometry. Source: OMol25; level of theory: the ωB97M-V functional and the def2-TZVPD basis.

SMILES: NC(N)=O.NC(N)=O.NC(N)=O.NC(N)=O.NC(N)=O.NC(N)=O.NC(N)=O.NC(N)=O.NC(N)=O.NC(N)=O.NC(N)=O.NC(N)=O

Element x y z (Å)
N  -5.339  36.263  -7.003
C  -5.916  35.574  -8.007
N  -5.423  35.910  -9.161
O  -6.810  34.784  -7.851
H  -4.526  36.813  -7.243
H  -5.954  36.383  -6.211
H  -4.478  36.265  -9.204
H  -5.651  35.210  -9.853
N  -14.567  24.284  -8.371
C  -13.456  24.845  -8.050
N  -13.254  25.852  -8.854
O  -12.706  24.564  -7.091
H  -15.075  23.525  -7.941
H  -14.869  24.527  -9.304
H  -13.855  26.037  -9.644
H  -12.443  26.435  -8.704
N  -2.057  27.311  4.346
C  -1.482  26.356  3.724
N  -2.021  26.248  2.527
O  -0.559  25.650  4.172
H  -1.951  27.636  5.296
H  -2.644  27.885  3.758
H  -2.784  26.838  2.228
H  -1.578  25.627  1.865
N  -13.786  16.983  -1.891
C  -13.203  17.518  -0.902
N  -13.036  18.815  -1.122
O  -12.671  16.902  0.011
H  -13.803  15.974  -1.931
H  -14.098  17.605  -2.623
H  -13.586  19.295  -1.819
H  -12.548  19.408  -0.465
N  -9.825  28.270  4.607
C  -9.699  29.199  5.546
N  -10.244  28.696  6.675
O  -9.061  30.263  5.459
H  -10.285  27.432  4.932
H  -9.400  28.286  3.691
H  -10.173  29.263  7.508
H  -10.767  27.833  6.709
N  -8.504  26.019  -2.775
C  -7.916  27.168  -2.530
N  -7.693  27.871  -3.661
O  -7.499  27.474  -1.438
H  -8.653  25.455  -1.950
H  -9.140  25.988  -3.559
H  -7.404  28.838  -3.649
H  -8.157  27.475  -4.466
N  -9.518  21.065  5.522
C  -8.977  21.225  4.331
N  -7.810  20.602  4.268
O  -9.458  21.719  3.356
H  -9.136  20.557  6.307
H  -10.329  21.640  5.701
H  -7.352  20.612  3.367
H  -7.392  20.255  5.119
N  -0.676  32.201  -4.267
C  0.500  32.449  -4.727
N  0.598  31.780  -5.879
O  1.341  33.188  -4.172
H  -1.243  31.409  -4.534
H  -0.970  32.863  -3.563
H  1.361  31.986  -6.509
H  -0.341  31.522  -6.145
N  -7.324  22.911  -8.572
C  -7.400  21.708  -8.977
N  -6.390  21.419  -9.715
O  -8.259  20.910  -8.883
H  -6.620  23.427  -9.079
H  -8.154  23.354  -8.205
H  -6.600  20.754  -10.446
H  -5.580  22.002  -9.874
N  -4.511  35.121  2.774
C  -4.340  34.319  1.720
N  -5.216  33.326  1.879
O  -3.524  34.559  0.847
H  -5.076  34.976  3.599
H  -3.896  35.921  2.725
H  -5.867  33.397  2.647
H  -5.285  32.461  1.361
N  -6.243  28.606  -10.187
C  -5.009  28.398  -10.181
N  -4.875  27.388  -11.052
O  -4.124  28.840  -9.410
H  -6.804  27.985  -10.752
H  -6.559  29.323  -9.549
H  -3.939  27.155  -11.352
H  -5.678  27.441  -11.661
N  -9.860  34.669  -2.222
C  -10.958  34.044  -2.301
N  -11.822  34.845  -2.832
O  -11.257  32.876  -1.949
H  -9.825  35.568  -2.680
H  -9.019  34.292  -1.809
H  -12.748  34.442  -2.824
H  -11.742  35.833  -3.026

Here are the Löwdin charges for atoms 1 to 4, given in e: 0.1467 -0.7852 0.1533 0.0476

---

(2)
2 unconnected molecules or ions with the total composition C4H10O2 at a distorted geometry. Source: OMol25; level of theory: the ωB97M-V functional and the def2-TZVPD basis.

SMILES: C=CO.CCO

Element x y z (Å)
C  -2.246  -0.862  0.659
C  -1.906  0.427  0.688
O  -2.011  1.322  -0.395
H  -2.015  -1.140  1.683
H  -2.381  -1.363  -0.328
H  -1.343  0.997  1.470
H  -1.220  1.906  -0.549
C  1.220  -0.911  -0.110
C  1.621  0.337  -0.877
O  2.046  1.374  0.049
H  0.156  -1.298  -0.259
H  1.490  -0.893  0.962
H  1.827  -1.657  -0.670
H  2.330  0.051  -1.594
H  0.800  0.713  -1.551
H  1.631  0.995  0.822

Here are the Löwdin charges for atoms 1 to 4, given in e: -0.0133 -0.2912 -0.0711 0.0592

---

(3)
A molecular structure, C5H14BIO3P at a distorted geometry. Source: OMol25; level of theory: the ωB97M-V functional and the def2-TZVPD basis.

total charge: -1

Element x y z (Å)
C  0.376  -2.128  1.049
C  0.773  -1.321  -0.218
C  1.685  -0.102  0.202
C  1.513  1.311  -0.438
C  0.662  2.278  0.447
P  -0.953  1.644  0.991
O  -1.469  1.111  -0.491
B  -2.560  0.287  -0.532
O  -3.284  -0.039  0.603
O  -2.944  -0.210  -1.741
H  1.227  -2.197  1.736
H  0.149  -3.155  0.765
H  -0.442  -1.673  1.606
H  1.373  -2.007  -0.799
H  -0.083  -1.039  -0.858
H  2.704  -0.410  -0.037
H  1.631  -0.035  1.289
H  2.512  1.759  -0.457
H  1.162  1.339  -1.505
H  1.232  2.613  1.316
H  0.475  3.156  -0.173
H  -0.549  0.519  1.751
H  -3.440  -0.987  0.587
H  -2.155  -0.227  -2.322
I  0.404  -0.485  -2.769

Here are the Löwdin charges for atoms 1 to 4, given in e: -0.1321 -0.4947 -0.2502 -0.3420

---

(4)
A molecular structure, C20H27IN6Ru at a distorted geometry. Source: OMol25; level of theory: the ωB97M-V functional and the def2-TZVPD basis.

total charge: +4

Element x y z (Å)
Ru  -0.258  0.207  0.559
C  -3.671  0.529  -2.198
C  -2.364  0.397  -1.502
N  -2.103  0.730  -0.282
C  -3.060  1.550  0.494
C  -2.261  2.746  0.951
N  -1.093  2.235  1.691
C  0.144  3.042  1.647
C  1.070  2.374  2.629
N  0.908  0.880  2.537
C  2.182  0.137  2.581
C  2.859  0.284  1.262
N  1.836  0.083  0.202
C  2.239  -0.090  -1.011
C  3.654  -0.145  -1.463
C  1.149  -0.225  -1.988
C  1.297  -0.498  -3.335
C  0.165  -0.554  -4.141
C  -1.081  -0.309  -3.580
C  -1.163  -0.031  -2.227
N  -0.064  -0.006  -1.448
H  -4.516  0.534  -1.516
H  -3.800  -0.296  -2.898
H  -3.694  1.454  -2.788
H  -3.453  0.966  1.326
H  -3.895  1.885  -0.114
H  -2.887  3.380  1.583
H  -1.910  3.345  0.112
H  -1.360  2.026  2.649
H  -0.019  4.095  1.887
H  0.539  3.012  0.633
H  0.838  2.662  3.656
H  2.101  2.662  2.434
H  0.334  0.544  3.302
H  1.957  -0.907  2.803
H  2.821  0.509  3.385
H  3.642  -0.470  1.186
H  3.330  1.258  1.120
H  4.364  0.213  -0.726
H  3.775  0.441  -2.376
H  3.917  -1.181  -1.715
H  2.280  -0.661  -3.757
H  0.257  -0.767  -5.200
H  -1.971  -0.314  -4.196
I  -1.715  -1.085  2.727
C  -0.798  -2.487  1.515
C  -0.796  -3.830  1.793
C  -0.193  -4.658  0.851
C  0.336  -4.094  -0.302
C  0.294  -2.725  -0.476
N  -0.262  -1.903  0.442
H  -1.250  -4.227  2.692
H  -0.147  -5.728  1.019
H  0.785  -4.712  -1.068
H  0.710  -2.278  -1.360

Here are the Löwdin charges for atoms 1 to 4, given in e: 1.3241 0.0501 -0.1938 -0.0347

---

(5)
A molecular structure, C35H33N6O5PSSc at a distorted geometry. Source: OMol25; level of theory: the ωB97M-V functional and the def2-TZVPD basis.

total charge: +1

Element x y z (Å)
Sc  -0.625  0.712  -0.546
O  -2.282  3.645  1.452
C  -1.653  2.646  1.720
O  -1.712  1.630  0.946
C  -0.808  2.601  2.975
C  -0.969  3.612  3.936
C  -0.225  3.625  5.107
C  0.671  2.575  5.283
C  0.799  1.579  4.357
C  -0.006  1.528  3.213
P  0.308  0.163  1.997
C  2.104  -0.064  2.377
C  2.960  0.981  2.110
C  4.364  0.953  2.315
C  4.924  -0.265  2.811
C  4.086  -1.286  3.160
C  2.671  -1.219  2.947
C  -0.428  -1.420  2.722
C  -0.048  -2.661  2.130
C  -0.511  -3.854  2.639
C  -1.228  -3.914  3.813
C  -1.637  -2.729  4.387
C  -1.157  -1.496  3.902
H  -1.709  4.345  3.725
H  -0.291  4.456  5.855
H  1.269  2.571  6.172
H  1.553  0.814  4.405
H  2.646  1.941  1.739
H  5.027  1.831  2.215
H  5.959  -0.373  3.042
H  4.511  -2.213  3.579
H  2.079  -1.973  3.227
H  0.513  -2.728  1.198
H  -0.229  -4.793  2.192
H  -1.346  -4.875  4.356
H  -2.158  -2.715  5.384
H  -1.411  -0.567  4.492
N  3.482  2.525  -1.406
C  3.963  1.222  -1.392
C  2.969  0.461  -0.950
N  1.783  1.207  -0.914
C  2.132  2.451  -1.285
C  1.108  3.487  -1.214
N  -0.035  3.129  -0.672
C  -0.934  4.182  -0.916
C  -0.255  5.128  -1.629
N  1.057  4.703  -1.737
H  3.963  3.251  -1.965
H  5.033  1.051  -1.555
H  3.027  -0.605  -0.757
H  -1.941  4.231  -0.522
H  -0.482  6.133  -1.946
H  1.747  5.209  -2.215
O  -1.968  -0.918  -0.332
N  -1.817  -2.193  -0.652
C  -2.844  -3.063  -0.314
C  -2.783  -4.375  -0.710
C  -1.669  -4.888  -1.378
C  -0.681  -3.996  -1.677
C  -0.747  -2.623  -1.279
S  0.533  -1.547  -1.493
H  -3.622  -2.705  0.326
H  -3.612  -5.054  -0.493
H  -1.604  -5.964  -1.588
H  0.228  -4.331  -2.177
O  -3.337  0.245  -3.103
C  -2.168  0.626  -3.315
O  -1.415  1.182  -2.484
C  -1.644  0.499  -4.830
N  -2.777  -0.084  -5.628
C  -2.563  -1.543  -5.980
C  -1.419  -1.879  -5.100
C  -0.548  -0.594  -4.976
H  -1.351  1.476  -5.182
H  -3.014  0.467  -6.427
H  -3.530  0.050  -4.924
H  -2.357  -1.599  -7.057
H  -3.481  -2.066  -5.679
H  -0.822  -2.695  -5.594
H  -1.806  -2.256  -4.093
H  -0.056  -0.380  -5.936
H  0.248  -0.619  -4.189

Here are the Löwdin charges for atoms 1 to 4, given in e: 0.8513 0.0547 -0.6070 -0.1761

---

(6)
2 unconnected molecules or ions with the total composition C18H32Cl2F3IN3O5 at a distorted geometry. Source: OMol25; level of theory: the ωB97M-V functional and the def2-TZVPD basis.

total charge: -1

Element x y z (Å)
C  2.820  2.357  0.657
C  1.370  2.696  0.395
O  1.080  3.312  -0.619
N  0.372  2.308  1.305
C  0.880  1.893  2.625
C  -0.529  1.374  0.659
C  -1.835  1.219  1.441
C  -1.860  0.150  2.527
O  -2.286  0.737  3.801
C  -3.492  0.283  4.186
O  -3.712  -0.236  5.251
O  0.156  0.142  0.427
C  -0.042  -0.505  -0.826
C  -1.455  -0.514  -1.402
C  -2.543  -1.388  -0.781
C  -3.884  -1.115  -1.509
I  -5.359  -0.294  -0.156
C  0.868  0.248  -1.876
C  0.236  1.348  -2.712
C  1.267  1.924  -3.666
F  2.478  2.162  -3.103
F  0.832  3.071  -4.256
F  1.493  1.026  -4.696
C  0.587  -1.931  -0.729
N  -0.102  -2.908  0.073
N  -0.702  -2.450  1.281
C  2.097  -1.836  -0.312
Cl  2.465  -2.821  1.145
C  3.143  -2.263  -1.360
C  2.708  -3.351  -2.320
Cl  3.890  -0.899  -2.258
H  3.284  3.101  1.293
H  2.917  1.380  1.121
H  3.297  2.319  -0.314
H  1.464  0.970  2.597
H  0.097  1.854  3.367
H  1.525  2.674  3.006
H  -0.794  1.873  -0.268
H  -2.099  2.180  1.863
H  -2.597  0.993  0.695
H  -2.561  -0.645  2.306
H  -0.868  -0.225  2.721
H  -4.299  0.489  3.464
H  -1.870  0.488  -1.463
H  -1.356  -0.844  -2.437
H  -2.689  -1.195  0.269
H  -2.352  -2.445  -0.901
H  -3.779  -0.418  -2.327
H  -4.335  -2.041  -1.831
H  1.243  -0.491  -2.578
H  1.709  0.637  -1.321
H  -0.137  2.195  -2.144
H  -0.545  0.994  -3.374
H  0.489  -2.316  -1.738
H  -0.706  -3.517  -0.440
H  -0.010  -1.976  1.840
H  -1.063  -3.243  1.784
H  2.325  -0.829  0.007
H  3.982  -2.652  -0.801
H  2.242  -4.181  -1.804
H  2.020  -2.933  -3.053
H  3.574  -3.660  -2.893
O  0.849  3.767  4.790
H  0.106  3.962  5.375

Here are the Löwdin charges for atoms 1 to 4, given in e: 0.0137 -0.4487 0.0596 -0.0124

---

(7)
5 unconnected molecules or ions with the total composition C16H26FNO7 at a distorted geometry. Source: OMol25; level of theory: the ωB97M-V functional and the def2-TZVPD basis.

SMILES: NC1=C(F)C(=O)OC1=O.CC(C)=O.CC(C)=O.CC(C)=O.CC(C)=O

Element x y z (Å)
N  -1.244  -1.670  -4.348
C  -0.403  -0.574  -4.490
C  0.387  -0.009  -3.585
F  0.589  -0.368  -2.338
C  1.097  1.124  -4.240
O  2.142  1.603  -3.917
O  0.365  1.423  -5.363
C  -0.204  0.189  -5.743
O  -0.377  -0.132  -6.879
H  -0.794  -2.291  -3.678
H  -1.211  -2.176  -5.228
C  1.958  0.268  0.564
C  1.144  -0.403  1.644
C  0.947  0.371  2.923
O  0.674  -1.505  1.486
H  2.024  -0.387  -0.299
H  1.484  1.204  0.264
H  2.965  0.475  0.931
H  0.429  1.306  2.715
H  1.912  0.580  3.386
H  0.348  -0.219  3.613
C  -0.012  -6.381  -3.544
C  -0.015  -5.134  -2.698
C  -0.080  -5.313  -1.205
O  0.035  -4.033  -3.199
H  0.038  -6.109  -4.596
H  0.851  -6.999  -3.294
H  -0.924  -6.952  -3.366
H  0.781  -5.889  -0.861
H  -0.994  -5.842  -0.933
H  -0.073  -4.340  -0.718
C  1.727  5.237  2.139
C  1.752  4.186  3.221
C  3.066  3.966  3.931
O  0.766  3.548  3.507
H  0.729  5.295  1.712
H  1.993  6.209  2.557
H  2.438  4.981  1.352
H  3.386  4.886  4.420
H  3.830  3.658  3.215
H  2.947  3.187  4.681
C  -3.630  0.063  2.238
C  -4.241  1.423  2.478
C  -3.351  2.479  3.092
O  -5.390  1.657  2.192
H  -4.376  -0.593  1.796
H  -2.782  0.147  1.557
H  -3.292  -0.368  3.182
H  -2.493  2.667  2.445
H  -3.002  2.149  4.071
H  -3.915  3.401  3.208

Here are the Löwdin charges for atoms 1 to 4, given in e: 0.1608 -0.1632 -0.1459 0.1454

---

(8)
2 unconnected molecules or ions with the total composition C4H7IN3O2 at a distorted geometry. Source: OMol25; level of theory: the ωB97M-V functional and the def2-TZVPD basis.

total charge: +1

Element x y z (Å)
C  -0.298  -1.475  -0.168
C  -0.116  1.473  0.054
C  0.777  -2.142  0.693
C  -1.000  -0.340  0.562
N  -0.549  -1.735  -1.355
N  -0.401  2.257  -0.915
N  1.349  1.592  0.414
O  1.842  0.781  1.160
O  1.837  2.587  -0.038
I  -2.979  0.045  0.022
H  0.244  -2.494  1.509
H  1.331  -1.280  1.042
H  1.070  -2.945  -0.008
H  -0.993  -0.219  1.568
H  -1.123  -1.319  -2.056
H  -1.349  2.414  -1.128
H  0.357  2.800  -1.356

Here are the Löwdin charges for atoms 1 to 4, given in e: -0.5052 0.0210 0.0142 -0.4957

---

(9)
A single C18H19BrN2O4S molecule at a distorted geometry. Source: OMol25; level of theory: the ωB97M-V functional and the def2-TZVPD basis.

SMILES: CCOC(=O)C1=C(C)N=C2SCCC(=O)N2[C@H]1c1cc(Br)ccc1OC

Element x y z (Å)
C  -6.421  -1.571  -0.494
C  -5.060  -1.615  -1.162
O  -4.204  -0.684  -0.501
C  -2.970  -0.567  -1.011
O  -2.600  -1.194  -1.980
C  -2.113  0.377  -0.289
C  -2.464  1.192  0.734
C  -3.827  1.349  1.316
N  -1.507  1.962  1.357
C  -0.401  2.206  0.769
S  0.734  3.219  1.617
C  1.972  3.449  0.292
C  1.261  3.645  -1.034
C  0.616  2.345  -1.470
O  0.725  1.887  -2.582
N  -0.084  1.698  -0.483
C  -0.676  0.380  -0.747
C  0.211  -0.680  -0.108
C  1.561  -0.626  -0.423
C  2.459  -1.512  0.142
Br  4.307  -1.370  -0.289
C  2.028  -2.485  1.021
C  0.682  -2.566  1.323
C  -0.241  -1.675  0.775
O  -1.568  -1.722  1.052
C  -2.067  -2.744  1.882
H  -6.844  -0.573  -0.568
H  -6.333  -1.832  0.558
H  -7.090  -2.276  -0.979
H  -5.127  -1.346  -2.223
H  -4.614  -2.614  -1.098
H  -4.555  1.567  0.539
H  -3.808  2.151  2.047
H  -4.130  0.424  1.802
H  2.632  2.581  0.272
H  2.546  4.329  0.576
H  0.498  4.423  -0.943
H  1.967  3.943  -1.812
H  -0.652  0.234  -1.835
H  1.913  0.108  -1.131
H  2.727  -3.177  1.464
H  0.356  -3.335  2.004
H  -1.664  -2.673  2.897
H  -3.144  -2.585  1.912
H  -1.859  -3.736  1.469

Here are the Löwdin charges for atoms 1 to 4, given in e: -0.0613 -0.2195 -0.0220 -0.4528

---

Q: Which calculated total energy values were calculated for the entries above? A: -73558.6813, -8402.4152, -29625.2365, -40758.9982, -96832.4314, -75189.3771, -35553.1042, -20913.2126, -111022.6794, in eV.